DFT (wB97M-V/def2-TZVPD) results for a structure of composition C30H46O3P2Tc.

```
82
Properties=species:S:1:pos:R:3:forces:R:3
Tc 0.040759 -0.755354 0.657903 -0.1 3.5 1.3
C -1.807851 -1.195304 2.782039 0.7 -0.7 0.3
C -1.373330 -2.004579 1.636919 1.2 -1.1 0.2
C 0.359993 -1.754379 3.240645 -0.5 -0.3 -0.4
C -0.762329 -1.075508 3.719017 0.0 0.2 -0.2
C 0.066566 -2.347417 1.917994 -1.7 -0.2 0.4
C -3.170443 -0.727963 3.051055 -0.5 0.7 -0.4
H -3.786746 -0.734246 2.147289 0.0 0.0 0.2
H -3.141642 0.290585 3.464881 -0.1 -0.2 -0.1
H -3.675777 -1.358119 3.800840 0.3 0.0 -0.1
C -0.787168 -0.325579 5.003275 0.0 0.4 0.3
H -1.773711 0.084223 5.231720 0.1 -0.1 -0.1
H -0.082104 0.519306 4.951669 -0.1 -0.1 0.0
H -0.484472 -0.934199 5.866357 0.0 0.0 -0.3
C 1.616322 -1.912756 3.975746 0.8 0.2 -0.3
H 1.476665 -2.432349 4.936154 -0.2 0.2 -0.2
H 2.034432 -0.923301 4.207341 0.0 -0.1 0.1
H 2.352495 -2.463090 3.383804 -0.1 0.1 0.2
C 0.769583 -3.540685 1.392404 0.5 -0.6 -0.1
H 0.548641 -4.403933 2.032799 0.1 0.0 -0.3
H 1.855416 -3.384861 1.401617 -0.2 -0.1 0.0
H 0.477369 -3.758883 0.358725 0.0 -0.1 0.3
C -2.325740 -2.907252 0.922135 -0.4 -0.4 0.0
H -2.575066 -3.762562 1.565255 0.0 0.1 -0.1
H -1.925841 -3.303820 -0.013633 0.0 0.1 0.2
H -3.261349 -2.382511 0.708159 0.1 -0.1 -0.1
C -1.289706 1.627330 -0.205268 -0.2 -0.2 0.4
C -2.293936 0.726679 -0.293232 0.9 -0.3 0.3
C -2.626355 -0.155525 -1.452332 -0.2 -1.1 -0.6
C -1.574876 -1.173887 -2.020057 -1.0 -0.2 -0.5
C -0.235475 -1.352157 -1.366038 -0.2 -0.5 1.5
C 0.893788 -0.412592 -1.334146 0.3 -1.5 -2.4
C 0.960570 1.059322 -1.555938 0.4 0.8 0.5
C -0.224745 1.976858 -1.190207 0.4 1.4 -0.5
H -2.945075 0.457471 -2.306215 0.0 0.0 0.4
H -1.441111 -0.947739 -3.093572 0.1 -0.1 0.4
H -3.499886 -0.762168 -1.173508 0.2 0.3 0.0
H -0.724049 2.298616 -2.119272 0.2 -0.1 0.7
H -1.300951 2.337281 0.614810 -0.1 -0.5 0.4
H -2.970982 0.625171 0.560350 0.1 0.5 -0.3
H 0.260471 2.887749 -0.819291 -0.1 -0.2 0.1
H 1.881166 1.384355 -1.038777 -0.5 0.0 0.1
H 1.885948 -0.901320 -1.319721 -0.4 0.3 0.5
H 1.199090 1.306259 -2.601195 0.0 -0.4 0.3
H -2.075988 -2.166265 -2.069618 0.4 0.5 0.4
H 0.097123 -2.402776 -1.493525 0.0 0.7 0.2
P -1.092388 1.150374 -3.957561 -0.3 0.3 -1.4
C -1.146968 2.864139 -4.664530 -0.1 -0.2 0.1
C -2.138035 0.326046 -5.235880 -0.2 0.3 0.1
P 1.195918 -1.018737 -3.852758 0.5 1.9 -2.9
C 0.514437 0.552124 -4.665623 0.0 0.1 0.5
C 0.580402 -2.209348 -5.085303 -0.5 -0.8 0.4
C 2.888583 -0.820528 -4.524374 0.4 -0.3 0.8
H -0.307060 3.479043 -4.313075 -0.2 -0.2 -0.1
H -2.088634 3.335874 -4.342534 0.3 -0.1 -0.1
H -1.136803 2.803740 -5.758588 0.1 0.2 0.2
H -1.803882 0.774134 -6.177566 -0.4 -0.4 -0.1
H -3.194425 0.572832 -5.054542 0.3 -0.2 -0.2
H -2.008423 -0.766351 -5.262993 -0.1 0.4 0.0
H 2.839555 -0.478142 -5.566410 -0.1 -0.2 0.3
H 3.373126 -1.800820 -4.462866 0.2 0.3 -0.1
H 3.444953 -0.087742 -3.928145 0.0 -0.2 -0.2
H 1.278991 1.356412 -4.598694 -0.4 -0.6 -0.1
H 0.294306 0.310403 -5.727052 0.6 0.1 0.6
H 1.235597 -3.080584 -5.099453 -0.2 -0.1 0.0
H 0.585338 -1.743995 -6.077202 0.1 0.0 0.3
H -0.442456 -2.512072 -4.836257 0.2 -0.1 -0.2
O 0.345806 3.385872 2.703959 -0.7 0.8 -0.1
C 1.375718 3.037224 3.506929 0.2 -0.2 0.6
C 1.612384 3.733452 4.697056 0.1 -0.1 -0.2
C 2.717441 3.420637 5.477414 -0.1 0.1 0.1
C 3.587027 2.409184 5.075179 0.3 -0.5 -0.3
C 3.336883 1.686762 3.898766 -0.6 0.5 0.4
C 2.186422 1.954530 3.131328 0.3 0.2 0.1
C 1.827740 1.102063 1.951598 0.9 0.5 0.2
O 2.684531 0.588292 1.221697 -1.0 -0.2 0.4
O 0.537191 0.935058 1.791032 0.4 -0.8 -0.7
H -0.012473 4.242568 3.011003 0.2 -0.6 -0.2
H 0.911113 4.517656 4.996300 0.3 -0.2 -0.1
H 2.906694 3.983879 6.402338 -0.1 -0.3 -0.5
H 4.465092 2.172815 5.687966 -0.4 0.1 -0.4
H 4.006616 0.905048 3.573516 0.1 -0.1 0.0
```
Positions in Å, forces in eV/Å.

Values from the calculation:
Total charge ... +2
E_HOMO (spin up / spin down) ... -13.02 / -13.02 eV
<S²> ... 3.9361
Relative energy (zero: lowest compared OMol25 entry of this formula, charge and spin) ... 21.03 kcal per mole
Spin multiplicity ... 4
Total energy ... -58755.404 eV
Kohn-Sham gap (spin up / spin down) ... 0.19507 / 0.16434 Eh

---

DFT (wB97M-V/def2-TZVPD) results for a structure of composition C29H44BrMoN6O2PS4Si2.

```
90
Properties=species:S:1:pos:R:3:forces:R:3
Mo 0.291415 -0.202612 0.906709 -0.4 -0.6 -3.3
C -0.472020 -4.687874 4.248375 0.1 0.0 -0.6
S -0.051482 -4.840212 2.479377 -0.1 -0.1 0.2
C 0.160130 -3.116918 2.141745 0.2 0.4 0.1
S -1.171694 -2.175559 1.603016 0.2 0.4 0.1
N 1.312761 -2.617052 2.416306 0.5 -1.5 0.3
N 1.461916 -1.313990 2.156967 0.8 -0.1 0.9
C 2.449311 -0.732375 2.849462 -0.1 -0.3 0.1
C 2.649141 0.621210 2.664974 0.3 0.3 0.3
C 3.602394 1.372532 3.406804 -0.1 0.0 -0.2
C 3.708627 2.712379 3.193156 0.0 -0.1 -0.1
C 2.909315 3.302871 2.194678 -0.2 0.1 -0.1
C 2.020037 2.512869 1.496345 0.1 0.5 -0.2
N 1.848532 1.216460 1.726511 0.2 -0.1 0.5
H -0.682796 -5.695436 4.587664 -0.1 -0.1 0.2
H -1.354136 -4.062151 4.340418 -0.1 0.0 0.1
H 0.365376 -4.262345 4.794480 0.0 0.0 0.1
H 3.059222 -1.326219 3.517028 0.0 -0.1 0.0
H 4.199838 0.853398 4.139718 0.1 0.0 0.1
H 4.399143 3.316316 3.763739 0.1 0.0 0.0
H 2.993190 4.351557 1.957531 0.0 0.1 0.0
H 1.431004 2.936421 0.689229 0.0 0.0 0.0
C 4.208341 1.799784 -0.870464 -0.6 -0.4 -0.1
Si 2.952910 0.367328 -1.180618 0.9 -0.3 -0.2
C 3.682358 -1.060609 -0.158499 -0.5 0.4 -0.3
C 3.163604 -0.073611 -3.035173 -0.3 0.2 0.7
N 1.295586 0.679569 -0.720989 0.3 -0.5 0.6
C 0.545717 1.626833 -1.334566 -0.7 0.7 -0.6
C 1.064517 2.561553 -2.242598 0.0 -0.1 0.3
C 0.260250 3.475093 -2.889202 -0.3 0.2 -0.2
C -1.104988 3.471401 -2.645742 0.2 0.3 -0.3
C -1.640714 2.583220 -1.738842 0.1 -0.2 0.2
C -0.854830 1.648696 -1.045547 0.4 0.8 -1.0
N -1.325737 0.760303 -0.129136 -0.2 -0.7 1.1
Si -3.039311 0.816146 0.258305 -0.9 -0.1 0.1
C -4.205574 0.489529 -1.228757 0.5 0.3 0.3
C -3.642997 -0.368147 1.619248 0.4 0.3 -0.4
C -3.478291 2.551955 0.999367 0.2 -0.5 -0.3
H 5.193856 1.471909 -1.185856 0.2 -0.2 -0.1
H 4.282749 2.063735 0.177981 0.0 0.0 0.3
H 3.982316 2.709450 -1.414139 -0.1 0.2 -0.1
H 4.511555 -1.505904 -0.698616 0.2 0.0 -0.2
H 2.953399 -1.843900 0.023084 0.0 -0.2 0.1
H 4.062262 -0.712720 0.796303 0.0 0.1 0.2
H 4.211811 -0.230742 -3.264450 0.4 0.0 0.1
H 2.794171 0.689540 -3.710277 -0.1 0.2 -0.1
H 2.651331 -0.997715 -3.270982 -0.2 -0.3 0.0
H 2.124437 2.565971 -2.430410 0.2 0.0 -0.1
H 0.691845 4.184628 -3.580475 0.1 0.0 -0.1
H -1.750222 4.173463 -3.154773 -0.1 0.1 0.0
H -2.697463 2.619382 -1.554036 -0.3 0.0 0.0
H -3.762620 -0.226473 -1.913483 0.1 -0.1 -0.1
H -4.453734 1.382822 -1.795520 0.0 0.2 0.0
H -5.134126 0.051520 -0.871404 -0.1 -0.1 0.2
H -3.695075 -1.385735 1.249603 0.0 -0.1 0.0
H -4.649655 -0.079865 1.910075 -0.2 0.3 -0.1
H -3.027841 -0.358750 2.514665 0.0 0.0 0.1
H -2.747957 3.316647 0.753616 0.1 0.2 -0.1
H -3.541325 2.496578 2.081437 0.0 -0.1 0.2
H -4.445374 2.889985 0.638201 -0.2 0.0 -0.1
C -1.281582 -5.352180 -4.483482 0.0 0.3 0.3
C -1.886458 -4.372415 -3.491945 -0.3 -0.2 -0.3
O -0.837639 -3.766880 -2.753223 0.1 0.2 0.1
P -1.224324 -2.456107 -1.855206 -0.2 -0.3 -0.7
S 0.601605 -2.160294 -1.025837 -0.4 0.0 0.5
S -2.979484 -2.742713 -1.032399 0.5 0.2 -0.1
O -1.426975 -1.324841 -3.018906 -0.3 -0.2 0.6
C -0.413918 -1.227294 -4.007851 0.4 0.0 -0.4
C -0.365379 0.185427 -4.557573 -0.1 -0.4 0.3
H -2.074478 -5.883504 -5.006160 0.0 -0.1 -0.1
H -0.660013 -6.067670 -3.952643 0.1 -0.1 0.0
H -0.659045 -4.826126 -5.205002 0.0 0.0 -0.1
H -2.568156 -4.879995 -2.799057 0.1 0.1 -0.1
H -2.467951 -3.601454 -4.014443 0.0 -0.1 0.0
H -0.640433 -1.950094 -4.803795 0.1 0.0 0.1
H 0.546990 -1.503636 -3.553897 -0.1 0.1 -0.2
H -1.332699 0.466066 -4.969892 -0.1 0.1 0.0
H 0.385960 0.235314 -5.342416 0.1 0.1 -0.1
H -0.102992 0.878223 -3.762436 0.0 0.1 0.0
Br -1.919181 3.151383 6.355996 0.1 -0.1 -0.2
C -1.329158 2.184656 4.840985 0.1 -0.6 -0.6
C -1.162299 2.807271 3.606492 -0.2 0.1 1.0
C -0.754681 2.055331 2.536515 0.2 -1.2 -0.4
N -0.500115 0.716022 2.584553 -1.2 1.7 2.7
C -0.684440 0.134643 3.800521 0.4 -0.3 -1.0
C -1.090732 0.806618 4.920619 -0.3 1.2 0.5
H -1.360064 3.860231 3.479959 0.0 0.0 0.0
H -0.645276 2.521844 1.570122 0.0 0.0 -0.1
H -0.501909 -0.933008 3.858140 0.0 0.1 -0.2
H -1.229581 0.279046 5.850701 0.0 -0.1 0.0
```
Positions in Å, forces in eV/Å.

Values from the calculation:
Total charge ... -1
E_HOMO (spin up / spin down) ... -3.31 / -3.94 eV
<S²> ... 3.7901
Relative energy (zero: lowest compared OMol25 entry of this formula, charge and spin) ... 0.00 kcal per mole
Spin multiplicity ... 4
Total energy ... -184113.867 eV
Kohn-Sham gap (spin up / spin down) ... 0.18773 / 0.18640 Eh

---

DFT (wB97M-V/def2-TZVPD) results for a cluster of 2 separate species, C4H4F2 in total.

```
10
Properties=species:S:1:pos:R:3:forces:R:3
C -1.553362 -1.636955 1.140088 2.3 -2.4 -0.5
C -0.677540 -2.489976 0.600537 1.4 3.0 -0.8
C -0.392554 -1.079962 0.357341 -2.5 -1.1 -0.6
C 0.498753 0.096942 0.338910 3.1 -1.8 -2.2
F -2.306482 -1.711783 2.184762 -1.3 1.0 0.8
F -0.014045 -3.581641 0.364823 -0.6 -0.4 0.4
H -1.106762 -1.062548 -2.000661 0.2 0.1 0.8
H -0.014749 0.917211 0.734780 -0.4 1.3 0.8
H 0.686713 0.297701 -0.775941 -0.2 -0.1 1.7
H 1.571300 -0.102526 0.779136 -2.1 0.5 -0.4
```
Positions in Å, forces in eV/Å.

Values from the calculation:
E_HOMO (spin up / spin down) ... -8.84 / -6.52 eV
Relative energy (zero: lowest compared OMol25 entry of this formula, charge and spin) ... 164.15 kcal per mole
Total energy ... -9639.334 eV
Kohn-Sham gap (spin up / spin down) ... 0.33827 / 0.22537 Eh

---

Number 1: molecular weight 614.643 g mol⁻¹. Number 2: molecular weight 899.969 g mol⁻¹. Number 3: molecular weight 90.072 g mol⁻¹.